Arrangement i

Molecular formula: C14H18N2O4
Method: DFT, ωB97M-V/def2-TZVPD

CARTESIAN COORDINATES (ANGSTROEM)
H (4.043, -2.745, 1.195)
C (3.276, 0.464, -0.857)
H (-6.043, -1.677, -0.056)
H (5.387, 0.930, -0.591)
C (-4.533, -0.628, 1.114)
C (-3.809, 0.267, 0.043)
C (0.837, -0.197, -1.118)
O (-2.169, 1.038, 1.637)
O (-0.232, 2.771, 0.886)
H (3.042, 1.359, -1.432)
C (-5.031, -1.820, 0.304)
C (2.251, -0.447, -0.618)
C (4.575, 0.233, -0.379)
O (6.083, -1.199, 0.859)
C (2.546, -1.596, 0.127)
H (6.672, -0.480, 0.607)
H (0.880, 0.354, -2.062)
H (-1.759, 0.051, -1.322)
C (-0.023, 0.579, -0.111)
H (-3.109, -2.318, -0.594)
C (-2.388, 0.599, 0.500)
C (-4.060, -1.866, -0.886)
O (1.050, 2.601, -0.911)
H (-5.366, -0.074, 1.604)
H (0.363, -1.174, -1.281)
H (-4.596, -0.129, -1.821)
C (0.342, 2.064, -0.096)
C (4.842, -0.930, 0.366)
H (-4.458, -2.407, -1.749)
H (-5.033, -2.782, 0.896)
N (-3.817, -0.452, -1.241)
H (0.146, 0.185, 0.893)
H (1.765, -2.305, 0.335)
H (-3.840, -0.909, 1.881)
H (-4.302, 1.240, -0.069)
H (-0.837, 2.202, 1.374)
N (-1.431, 0.410, -0.418)
C (3.827, -1.843, 0.617)

The calculation puts the orbital gap at 0.33153 Eh. Its net charge is 0. Its molar mass is 278.31 u. For the highest occupied orbital energy, the calculation gives -8.5 eV. Its SMILES is O=C(O)[C@H](Cc1ccc(O)cc1)NC(=O)[C@@H]1CCCN1.

=====

Arrangement ii

Molecular formula: C14H18N2O4
Method: DFT, ωB97M-V/def2-TZVPD

CARTESIAN COORDINATES (ANGSTROEM)
O (3.183, -0.873, -0.222)
C (2.635, 3.979, -0.316)
C (-2.057, -2.440, -0.804)
H (-3.771, -2.024, -2.219)
H (2.786, 4.765, -0.988)
C (3.559, 4.016, 0.901)
H (2.580, 1.133, 2.154)
C (1.610, 1.917, 0.326)
H (-4.892, -4.135, -0.117)
H (0.961, 0.216, 1.311)
C (-0.943, -1.821, -0.201)
C (3.223, 3.038, 1.764)
C (-4.130, -3.307, 0.310)
C (-4.097, -1.733, -0.061)
H (-0.692, 0.807, 0.788)
H (4.640, 5.255, 2.159)
C (1.903, -1.199, -0.860)
C (1.610, 3.009, -0.514)
C (2.382, 2.069, 1.515)
H (3.823, 2.928, 2.768)
H (-3.282, -1.431, 0.806)
H (-5.150, -1.079, -0.074)
H (-0.715, -1.080, -2.107)
H (-1.428, -2.745, -1.663)
C (-3.311, -1.586, -1.253)
O (1.746, -2.286, -1.380)
C (0.641, 0.760, 0.396)
H (3.295, 0.034, 0.083)
H (-2.886, -0.595, -1.596)
C (0.711, -0.141, -0.823)
O (4.437, 4.920, 0.994)
H (0.966, 0.588, -1.558)
N (-0.415, -0.831, -1.078)
N (-2.764, -3.697, -0.091)
O (-0.576, -2.226, 0.994)
H (-4.345, -3.477, 1.426)
H (-1.978, -4.005, 0.587)
H (0.739, 3.276, -1.357)

The calculation puts the orbital gap at 0.30704 Eh. Its net charge is 0. Its molar mass is 278.31 u. For the highest occupied orbital energy, the calculation gives -8.7 eV.

=====

Which structure is most stable? arrangement i, by 0.3245 hartree over the runner-up.

=====

Arrangement i

Molecular formula: C2H8NO3
Method: DFT, ωB97M-V/def2-TZVPD

CARTESIAN COORDINATES (ANGSTROEM)
N (-1.483, -1.748, 1.514)
H (-1.674, 1.726, -1.070)
H (-2.403, -1.700, 1.049)
H (-1.044, 0.201, 2.082)
H (6.658, 1.622, -1.739)
H (-1.767, -1.685, 2.489)
O (5.812, 1.150, -1.701)
H (0.201, -0.688, 1.007)
O (-2.230, -0.549, -0.671)
O (-1.219, 1.427, -0.279)
H (-0.953, -2.564, 1.275)
H (6.011, 0.297, -1.250)
C (-0.827, -0.378, 1.189)
C (-1.492, 0.171, -0.043)

The calculation puts the orbital gap at 0.34520 Eh. Its net charge is +1. Its molar mass is 94.09 u. For the highest occupied orbital energy, the calculation gives -13.3 eV.

=====

Arrangement ii

Molecular formula: C2H8NO3
Method: DFT, ωB97M-V/def2-TZVPD

CARTESIAN COORDINATES (ANGSTROEM)
H (1.734, -0.776, -1.370)
H (2.154, 1.321, -0.055)
H (1.118, -1.315, 0.226)
H (-1.962, -0.781, 1.599)
N (2.178, 0.415, 0.363)
O (-2.092, -1.121, -0.561)
H (3.068, -0.017, 0.467)
H (-1.729, 2.063, -0.308)
C (1.297, -0.429, -0.495)
O (-1.819, 1.164, -0.706)
C (-1.717, 0.052, -0.028)
O (-1.517, 0.005, 1.264)
H (-2.368, -1.057, -1.530)
H (1.655, 0.477, 1.136)

The calculation puts the orbital gap at 0.26033 Eh. Its net charge is +1. Its molar mass is 94.09 u. For the highest occupied orbital energy, the calculation gives -10.8 eV.

=====

Which structure is most stable? arrangement i, by 0.1270 hartree over the runner-up.

=====

Arrangement i

Molecular formula: C3H2Br2O
Method: DFT, ωB97M-V/def2-TZVPD

CARTESIAN COORDINATES (ANGSTROEM)
Br (-1.348, 2.793, -0.593)
Br (1.460, -0.122, 2.937)
C (-0.324, -1.836, 1.840)
C (0.200, -0.660, 1.382)
C (0.045, 0.138, 0.247)
O (-0.941, -2.779, 2.173)
H (0.687, 0.963, -0.097)
H (-0.704, -0.264, -0.354)

The calculation puts the orbital gap (alpha / beta) at 0.18741 / 0.29151 Eh. Its net charge is 0. Its molar mass is 213.86 u. For the highest occupied orbital energy (alpha / beta), the calculation gives -8.2 / -9.8 eV.

=====

Arrangement ii

Molecular formula: C3H2Br2O
Method: DFT, ωB97M-V/def2-TZVPD

CARTESIAN COORDINATES (ANGSTROEM)
Br (-2.455, -0.970, 0.206)
C (-0.017, 1.942, -0.180)
H (-0.382, 2.913, -0.050)
Br (3.093, -0.608, 0.016)
H (-2.452, -2.374, 0.003)
C (0.617, 0.935, 0.014)
O (0.473, -1.410, -0.042)
C (1.123, -0.427, 0.033)

The calculation puts the orbital gap at 0.35995 Eh. Its net charge is 0. Its molar mass is 213.86 u. For the highest occupied orbital energy, the calculation gives -10.3 eV. Its SMILES is C#CC(=O)Br.Br.

=====

Which structure is most stable? arrangement ii, by 0.0452 hartree over the runner-up.

=====

Arrangement i

Molecular formula: C3H9NO
Method: DFT, ωB97M-V/def2-TZVPD

CARTESIAN COORDINATES (ANGSTROEM)
O (-1.217, 0.509, -0.779)
H (1.587, -1.847, 0.465)
C (0.309, 2.460, -0.919)
H (-1.849, 2.107, -1.638)
C (0.585, -1.582, 0.875)
H (0.603, -0.926, 1.645)
H (0.039, -3.300, 1.953)
H (0.187, 3.365, -0.322)
H (-1.196, -2.762, 0.987)
C (-0.982, 1.592, -1.158)
H (0.833, 2.543, -1.877)
H (1.112, 1.824, -0.233)
N (-0.232, -2.818, 1.099)
H (0.220, -1.166, -0.098)

The calculation puts the orbital gap (alpha / beta) at 0.34956 / 0.14703 Eh. Its net charge is +1. Its expectation value of S² is 0.75. The spin multiplicity is 2. Its molar mass is 75.11 u. For the highest occupied orbital energy (alpha / beta), the calculation gives -13.2 / -13.2 eV.

=====

Arrangement ii

Molecular formula: C3H9NO
Method: DFT, ωB97M-V/def2-TZVPD

CARTESIAN COORDINATES (ANGSTROEM)
H (1.926, -0.038, -1.071)
H (-0.619, -1.060, 0.236)
C (-1.278, 1.235, 1.198)
H (0.346, -0.203, -1.922)
H (-2.062, 1.069, 0.454)
H (-1.260, 2.271, 1.516)
H (0.697, -2.287, -1.985)
O (1.259, -1.939, -1.280)
N (0.046, 0.863, 0.715)
H (-1.517, 0.610, 2.045)
H (0.973, -0.992, 0.986)
C (0.977, -0.574, -1.117)
C (0.307, -0.485, 0.276)
H (0.204, 1.531, -0.052)

The calculation puts the orbital gap (alpha / beta) at 0.43693 / 0.24308 Eh. Its net charge is +1. Its expectation value of S² is 0.75. The spin multiplicity is 2. Its molar mass is 75.11 u. For the highest occupied orbital energy (alpha / beta), the calculation gives -15.2 / -15.2 eV.

=====

Which structure is most stable? arrangement ii, by 0.0454 hartree over the runner-up.

=====

Arrangement i

Molecular formula: C6H12N3O2S
Method: DFT, ωB97M-V/def2-TZVPD

CARTESIAN COORDINATES (ANGSTROEM)
H (-0.490, 1.247, 2.369)
N (-0.293, 0.622, -0.845)
H (0.857, -2.616, 1.027)
C (0.458, -0.525, 2.185)
C (-1.057, 1.685, -2.967)
C (0.086, -0.466, -0.222)
N (0.377, 0.781, 2.460)
C (-0.538, -0.711, -2.668)
H (-0.439, 1.994, -3.809)
H (-0.077, 1.515, -0.472)
H (2.074, -1.211, 3.032)
S (-0.066, -1.732, -1.360)
H (-0.468, -1.022, -3.635)
C (-0.599, 0.533, -2.192)
O (1.590, -2.573, 1.628)
H (-2.116, 1.553, -3.166)
N (-0.703, -1.256, 2.414)
O (-1.114, 2.754, -2.036)
H (-1.578, -0.875, 2.756)
C (1.733, -1.241, 2.007)
H (1.277, 1.132, 2.324)
H (-0.615, -2.249, 2.233)
H (2.471, -0.831, 1.426)
H (-0.768, 3.494, -2.488)

The calculation puts the orbital gap at 0.35627 Eh. Its net charge is +1. Its molar mass is 190.25 u. For the highest occupied orbital energy, the calculation gives -12.6 eV.

=====

Arrangement ii

Molecular formula: C6H12N3O2S
Method: DFT, ωB97M-V/def2-TZVPD

CARTESIAN COORDINATES (ANGSTROEM)
C (-1.254, 0.396, 1.073)
C (-0.516, 1.901, -1.192)
H (-2.925, -1.070, -0.941)
H (3.979, -0.958, -1.304)
H (-1.362, -1.873, -1.176)
N (-1.445, -0.103, -0.122)
H (-0.294, 2.279, 2.069)
S (2.130, -0.698, 0.430)
H (-1.377, -0.143, 1.966)
O (2.180, 0.847, 1.034)
H (-1.398, -3.194, 0.601)
C (-1.083, 0.684, -1.385)
N (3.740, -0.871, -0.317)
O (1.248, -0.648, -0.719)
H (0.143, 3.264, 0.140)
N (-1.903, -2.332, 0.683)
H (-1.384, 0.135, -2.297)
H (3.120, 1.227, 1.209)
C (-1.982, -1.488, -0.368)
H (-2.644, -2.324, 1.285)
C (-0.678, 1.682, 1.158)
H (-0.288, 2.498, -2.080)
H (4.323, -1.603, 0.189)
C (-0.330, 2.392, 0.065)

The calculation puts the orbital gap at 0.33113 Eh. Its net charge is +1. Its molar mass is 190.25 u. For the highest occupied orbital energy, the calculation gives -12.8 eV.

=====

Which structure is most stable? arrangement i, by 0.0068 hartree over the runner-up.